1.
ORCA calculation (wB97M-V/def2-TZVPD) on a structure of composition C4H8N2O.

Each line ends with the Löwdin charge.
Element x y z (Å)
N1 0.20 0.98 1.23  0.022
C1 0.01 -0.22 1.76  -0.645
O1 -0.01 -0.63 2.92  -0.011
C2 -0.21 -1.29 0.65  -0.035
N2 -0.06 -0.68 -0.66  -0.040
C3 0.92 0.00 -1.51  -0.030
C4 -0.56 0.04 -1.57  -0.036
H1 0.34 1.66 1.98  0.059
H2 -0.50 1.66 -0.10  0.058
H3 0.52 -2.10 0.74  0.129
H4 -1.22 -1.71 0.71  0.131
H5 1.43 0.85 -1.07  0.100
H6 1.47 -0.64 -2.20  0.107
H7 -0.82 1.87 -0.83  0.065
H8 -1.51 0.22 -2.05  0.127

As for the spin multiplicity: 1. For the total energy, the calculation gives -341.78316 Ha. The calculation puts the HOMO-LUMO gap at 8.3 eV. The value obtained for the highest occupied orbital energy is -8.38 eV. The energy above the lowest of the compared OMol25 structures with the same formula, charge and spin comes out at 138.4 kcal per mole.


2.
ORCA calculation (wB97M-V/def2-TZVPD) on the molecule C3H4ClNS at a distorted geometry.

Each line ends with the Löwdin charge.
Element x y z (Å)
C1 0.18 0.48 0.56  -0.208
C2 0.66 -0.85 0.91  -0.666
C3 -0.66 0.94 -1.65  -0.615
N1 -0.23 1.12 -0.51  0.010
S1 1.57 -1.26 2.44  0.556
Cl1 -1.68 -0.33 -2.19  0.642
H1 -0.08 1.00 1.43  0.090
H2 -0.29 -1.39 1.20  0.090
H3 1.16 -1.42 0.06  0.088
H4 -0.63 1.71 -2.24  0.014

As for the spin multiplicity: 1. For the total energy, the calculation gives -1029.69608 Ha. The calculation puts the HOMO-LUMO gap (alpha / beta) at 8.9 / 5.3 eV. The value obtained for the highest occupied orbital energy (alpha / beta) is -9.29 / -7.30 eV. The energy above the lowest of the compared OMol25 structures with the same formula, charge and spin comes out at 84.1 kcal per mole.